No. 1
The following is a DFT calculation (wB97M-V/def2-TZVPD) of a structure of composition C22H42O3PtSSbSe4Si in a non-equilibrium geometry.

Values from the calculation:
E_HOMO (spin up / spin down): -3.81 / -4.46 eV
HOMO-LUMO gap (spin up / spin down): 5.80 / 5.35 eV
Expectation value of S²: 6.040
DFT total energy: -319527.71073 eV
E_LUMO (spin up / spin down): 1.99 / 0.88 eV

ORCA input file:
```
! wB97M-V def2-TZVPD RIJCOSX def2/J DEFGRID3
* xyz -1 5
Se 11.569 14.231 9.132
H 12.000 9.679 12.712
H 7.096 13.943 12.876
C 9.899 7.376 8.495
O 6.608 7.268 8.871
Se 7.822 12.609 9.817
H 6.565 10.178 14.103
H 4.366 6.019 7.907
C 9.279 10.458 13.615
H 6.702 8.977 4.968
C 10.222 12.563 13.168
H 6.587 11.817 14.818
C 9.121 9.003 13.820
H 4.394 9.689 5.994
H 4.879 8.561 7.326
C 9.406 6.190 7.641
O 8.940 8.362 8.432
C 4.629 7.434 10.333
C 6.459 5.744 10.734
Sb 10.080 12.578 8.032
H 4.334 10.248 7.710
C 11.255 13.628 13.046
C 6.817 11.244 13.924
H 9.616 8.427 13.009
H 8.456 5.850 7.980
H 11.679 13.783 14.032
H 7.684 11.646 6.392
H 12.103 13.367 12.389
H 7.090 5.001 10.271
Se 11.057 10.943 9.809
H 6.108 12.073 7.029
H 10.876 8.404 6.884
H 10.852 14.586 12.663
C 5.679 6.528 9.667
H 11.622 8.667 8.459
H 8.090 8.631 13.827
H 8.165 9.205 5.941
H 9.270 6.563 6.632
H 10.109 5.344 7.658
H 6.131 11.591 13.091
C 6.401 9.955 6.864
H 7.066 6.498 11.271
H 4.316 4.902 9.346
C 4.959 5.530 8.752
H 9.578 8.733 14.805
C 8.831 12.739 13.356
H 9.298 6.701 10.477
H 12.668 11.278 13.125
C 10.218 6.975 9.968
H 12.035 10.167 14.394
H 4.998 8.067 11.153
H 5.652 4.899 8.245
H 5.767 5.317 11.419
H 7.873 14.389 14.363
C 11.167 7.913 7.820
C 8.231 11.450 13.596
O 6.966 9.943 8.206
H 6.339 11.569 5.287
H 6.962 7.910 6.425
Se 11.103 11.920 5.960
C 10.493 11.127 13.275
C 4.920 9.598 6.973
C 11.860 10.522 13.374
C 7.102 8.931 5.985
H 4.178 8.097 9.543
H 10.910 6.163 10.032
C 6.626 11.373 6.354
C 8.079 14.033 13.346
Si 7.445 8.654 9.108
H 8.660 14.790 12.850
S 7.418 9.245 11.093
H 11.862 7.121 7.594
Pt 9.278 11.501 11.493
H 3.882 6.770 10.734
H 10.630 7.874 10.486
*
```

Results of the Löwdin charge analysis, in e, for atoms 1 through 4: Se -0.07; H 0.06; H 0.07; C -0.66

=====

No. 2
The following is a DFT calculation (wB97M-V/def2-TZVPD) of a structure of composition C2H4BiF3NO4S in a non-equilibrium geometry.

Values from the calculation:
E_HOMO (spin up / spin down): -14.33 / -14.33 eV
HOMO-LUMO gap (spin up / spin down): 6.57 / 6.57 eV
DFT total energy: -36632.14798 eV
E_LUMO (spin up / spin down): -7.76 / -7.76 eV

ORCA input file:
```
! wB97M-V def2-TZVPD RIJCOSX def2/J DEFGRID3
* xyz 1 1
N -0.486 -1.128 -0.158
H 4.088 0.509 -1.137
O 2.400 -0.199 -0.158
F -3.536 -0.469 1.529
S -1.967 -0.721 -0.582
O 0.070 -0.419 0.930
C 3.392 0.770 -0.322
H 1.169 -0.534 1.201
H 2.955 1.756 -0.563
Bi 1.223 -1.179 -1.309
O -2.074 0.158 -1.750
O -2.794 -1.930 -0.620
F -1.940 0.990 1.445
H 3.976 0.896 0.606
C -2.829 0.311 0.727
F -3.647 1.190 0.160
*
```

Results of the Löwdin charge analysis, in e, for atoms 1 through 4: N -0.52; H 0.10; O -0.60; F 0.18

=====

No. 3
The following is a DFT calculation (wB97M-V/def2-TZVPD) of a cluster of 3 separate species, C4H15N3O3 in total in a non-equilibrium geometry.

Values from the calculation:
E_HOMO: -9.00 eV
HOMO-LUMO gap: 9.50 eV
SMILES: CNCCNC(N)=O.O.O
DFT total energy: -15003.51454 eV
E_LUMO: 0.51 eV

ORCA input file:
```
! wB97M-V def2-TZVPD RIJCOSX def2/J DEFGRID3
* xyz 0 1
H -0.389 2.480 -2.142
O -1.640 -1.730 1.347
C -0.482 0.376 -1.326
H 2.095 -1.227 1.801
O 0.513 -3.268 1.409
H 0.333 -2.303 1.294
H -1.417 0.231 -2.069
N 0.966 2.273 -0.539
N -0.797 -0.335 -0.078
C 0.987 3.140 0.593
H -1.364 -2.208 -1.702
O 2.589 -1.257 0.939
H 2.038 3.225 0.912
H 0.644 4.166 0.306
N -2.048 -2.185 -0.890
C -0.344 1.906 -1.160
H -0.507 0.248 0.690
H 1.451 1.371 -0.349
H 0.376 2.915 1.527
H -0.393 -3.572 1.757
H 0.376 -0.067 -1.844
H -2.262 -3.172 -0.662
C -1.608 -1.395 0.154
H -1.195 2.413 -0.550
H 2.077 -2.026 0.585
*
```

Results of the Löwdin charge analysis, in e, for atoms 1 through 4: H 0.12; O -0.02; C -0.19; H 0.05

=====

No. 4
The following is a DFT calculation (wB97M-V/def2-TZVPD) of a cluster of 3 separate species, C5H8O in total in a non-equilibrium geometry.

Values from the calculation:
E_HOMO (spin up / spin down): -8.18 / -8.17 eV
HOMO-LUMO gap (spin up / spin down): 8.35 / 8.34 eV
DFT total energy: -7356.47576 eV
E_LUMO (spin up / spin down): 0.17 / 0.17 eV

ORCA input file:
```
! wB97M-V def2-TZVPD RIJCOSX def2/J DEFGRID3
* xyz 0 1
H -1.128 -1.574 0.742
H 1.776 -1.042 1.549
H 2.055 1.200 0.138
C -1.253 0.547 -0.026
H -1.006 -1.335 -0.942
H -0.210 2.535 0.176
C 1.083 0.751 0.144
C -0.729 -0.888 -0.008
O 1.435 -1.571 0.808
C -0.110 1.467 0.184
H 0.857 -0.778 -1.961
H -1.417 0.691 -1.489
H -2.108 0.693 0.697
C 0.764 -0.679 -0.006
*
```

Results of the Löwdin charge analysis, in e, for atoms 1 through 4: H 0.12; H 0.11; H 0.10; C -0.19

=====

- Number 3 is which compound?
  C4H15N3O3